1) 34
Properties=species:S:1:pos:R:3:mulliken_charge:R:1 method="wB97M-V/def2-TZVPD" mol_weight_g_mol=223.32 homo_lumo_gap_ev=8.81 lumo_ev=0.920 smiles=Cc1c[nH]c2ccccc12.Cc1ccccc1 homo_ev=-7.9
C 2.0869 -0.6555 1.5421 -1.4475
C 0.8491 0.2250 1.5691 0.8156
C 0.8482 1.5387 1.3851 -0.9753
N -0.5984 1.8758 1.2206 -0.0517
C -1.4384 0.8028 1.6816 0.1435
C -2.8045 0.8809 1.8340 -0.7946
C -3.4164 -0.3698 1.7641 -0.4658
C -2.6732 -1.5729 2.1130 -0.8717
C -1.2075 -1.4591 2.0081 -0.2097
C -0.5491 -0.3070 1.7710 0.6550
H 2.8331 -0.1537 0.8766 0.3258
H 1.7411 -1.6081 1.2444 0.3904
H 2.4708 -0.9224 2.5860 0.2809
H 1.7069 2.2403 1.3491 0.4348
H -0.9378 2.8011 1.3577 0.2511
H -3.4117 1.7960 1.9885 0.3225
H -4.4692 -0.5750 1.7705 0.3766
H -3.1669 -2.4557 2.0983 0.4556
H -0.6123 -2.3180 2.1974 0.3739
C 1.5774 2.2054 -1.8969 -1.7401
C 1.2786 0.7670 -2.1676 1.2092
C 2.3785 -0.0616 -2.3157 -0.6481
C 2.1208 -1.4841 -2.3671 -0.4744
C 0.8722 -2.0185 -2.6366 -0.5737
C -0.1685 -1.0755 -2.7762 -0.4840
C -0.0156 0.2472 -2.3924 -0.3879
H 2.1343 2.1985 -1.0194 0.3714
H 0.6036 2.6912 -1.8726 0.3504
H 1.8918 2.6616 -2.8339 0.4601
H 3.3262 0.3860 -2.6385 0.3720
H 3.0051 -2.0452 -2.2838 0.4523
H 0.7726 -3.0908 -2.8539 0.4236
H -1.1568 -1.3781 -3.0698 0.3580
H -0.9730 0.6641 -2.1335 0.3016


2) 34
Properties=species:S:1:pos:R:3:mulliken_charge:R:1 method="wB97M-V/def2-TZVPD" mol_weight_g_mol=223.32 homo_lumo_gap_ev=8.59 lumo_ev=0.855 smiles=Cc1c[nH]c2ccccc12.Cc1ccccc1 homo_ev=-7.7
C -1.7871 -0.1762 2.8037 -1.1296
C -0.4421 0.0241 2.3813 0.7308
C 0.3044 1.1286 2.4274 -0.6114
N 1.5575 0.9314 1.8273 -0.0945
C 1.6092 -0.4622 1.5042 -0.0907
C 2.4999 -1.1305 0.6436 -0.4762
C 2.0895 -2.3209 0.1658 -0.4209
C 0.8224 -2.8219 0.1127 -0.7063
C -0.1321 -2.1548 0.9366 -0.1998
C 0.2472 -1.0206 1.7053 0.5697
H -2.0064 -1.3066 2.7053 0.2972
H -2.3609 0.4559 2.0578 0.1844
H -1.9242 0.3639 3.7839 0.3364
H -0.0611 2.1920 2.6248 0.3161
H 2.3429 1.5021 2.2159 0.2842
H 3.4575 -0.6136 0.2543 0.2708
H 2.8757 -2.7102 -0.5567 0.2419
H 0.5420 -3.9284 -0.2134 0.2665
H -1.1718 -2.5256 0.7643 0.2331
C 0.4710 3.0718 -1.8073 -1.2088
C -0.3610 1.7826 -1.8819 0.7958
C -1.5487 1.6270 -1.1178 -0.5578
C -2.4369 0.5286 -1.5356 -0.3407
C -2.0634 -0.3706 -2.4568 -0.7176
C -0.7329 -0.2731 -2.9504 -0.3100
C 0.1978 0.6820 -2.6013 -0.3742
H 1.4422 2.6286 -2.1609 0.3280
H 0.9235 3.5477 -0.9015 0.3038
H -0.0745 3.8611 -2.3726 0.2899
H -2.0035 2.5160 -0.5396 0.2469
H -3.3452 0.4080 -0.9194 0.3350
H -2.7076 -1.0460 -2.8505 0.5896
H -0.4332 -1.0092 -3.7913 0.2135
H 1.1788 0.4617 -2.8686 0.4048


The least stable of them is 2).


1) 16
Properties=species:S:1:pos:R:3:mulliken_charge:R:1 method="wB97M-V/def2-TZVPD" mol_weight_g_mol=111.10 homo_lumo_gap_ev="12.05 / 6.82" spin_multiplicity=2 charge=+1 lumo_ev="-4.028 / -9.177" homo_ev="-16.1 / -16.0"
O -0.6393 -0.2169 2.0449 -0.3191
C 0.2395 0.4938 1.6416 0.0185
N 0.1513 1.0588 0.3612 0.1068
C -0.8851 0.7433 -0.6005 -0.1757
O -0.3849 -0.3166 -1.3841 -0.4496
H 1.1266 0.7942 2.2026 0.4181
H 0.9570 1.5468 -0.0989 0.3477
H -1.8395 0.4874 -0.1552 0.3264
H -0.9965 1.5762 -1.2807 0.2967
H -0.1926 -1.1433 -0.8865 0.4045
H 2.6370 1.4834 -1.9908 0.3346
H 1.3960 0.5681 -1.8082 0.3516
O 1.8014 1.4070 -1.5156 -0.6498
H -0.1142 -2.3904 0.8759 0.3189
H -1.5143 -2.8809 0.3520 0.3460
O -0.6287 -2.6090 0.0859 -0.6755


2) 16
Properties=species:S:1:pos:R:3:mulliken_charge:R:1 method="wB97M-V/def2-TZVPD" mol_weight_g_mol=111.10 homo_lumo_gap_ev="11.92 / 6.34" spin_multiplicity=2 charge=+1 lumo_ev="-3.944 / -9.225" homo_ev="-15.9 / -15.6"
O 1.2217 -0.4850 1.6333 -0.2859
C 0.2934 0.2879 1.3735 0.2821
N -0.6605 -0.0558 0.5631 -0.0012
C -0.5290 -1.3787 -0.0158 -0.3314
O -0.2899 -1.2705 -1.3656 -0.4024
H 0.3181 1.2683 1.8638 0.4097
H -1.3966 0.5689 0.2194 0.2630
H 0.3340 -1.8209 0.5259 0.3251
H -1.3952 -2.0406 0.0837 0.3497
H 0.4122 -0.6106 -1.5278 0.3913
H -1.5958 2.9042 -0.2061 0.3595
H -2.0235 2.8934 1.2972 0.3423
O -2.1684 2.4639 0.4387 -0.7075
H 2.2386 -1.4925 -2.1166 0.3638
H 2.9010 -0.6346 -0.9925 0.3341
O 2.3400 -0.5976 -1.7742 -0.6921


The least stable of them is 2).


1) 17
Properties=species:S:1:pos:R:3:mulliken_charge:R:1 method="wB97M-V/def2-TZVPD" mol_weight_g_mol=164.26 homo_lumo_gap_ev=8.69 lumo_ev=0.613 homo_ev=-8.1
C -0.6119 1.1545 0.2788 -0.9967
C 1.6380 1.0668 -0.3819 -0.3827
C 1.0984 -0.9128 -1.7293 -0.0865
C -1.4311 -1.3451 0.7858 -0.8908
N 0.2815 0.8632 -0.7683 0.3857
N 0.0530 -0.2321 -1.5419 -0.6784
O -1.3788 0.3570 2.8341 -0.6509
S 2.6290 -0.2920 -1.0869 -0.1496
S -0.5444 -0.1252 1.7027 0.5027
H -0.3715 2.0716 0.6917 0.5170
H -1.6741 0.9980 0.0286 0.4117
H 2.1238 2.0776 -0.7485 0.3099
H 1.7065 0.9609 0.7012 0.2834
H 1.2010 -1.7418 -2.4287 0.3771
H -2.4823 -1.5317 0.9601 0.3730
H -1.3572 -1.0763 -0.2215 0.3400
H -0.8800 -2.2924 0.9242 0.3352


2) 17
Properties=species:S:1:pos:R:3:mulliken_charge:R:1 method="wB97M-V/def2-TZVPD" mol_weight_g_mol=164.26 homo_lumo_gap_ev="6.90 / 6.98" lumo_ev="-0.495 / -0.472" homo_ev="-7.4 / -7.5"
C 0.2540 1.4531 1.1533 0.3093
C 1.3057 -0.6585 -0.9268 -0.4507
C -0.1967 0.0846 3.0081 -0.5670
C -0.6467 -0.9406 -2.2186 -0.7390
N -0.8016 -0.3661 0.0169 -0.8309
N -0.0103 -0.6413 -0.9212 0.5422
O 0.2971 1.2858 2.4148 -0.2642
S 0.6209 2.5934 0.1327 -0.1758
S -0.7098 0.5846 -3.2222 -0.1565
H 1.8490 -0.3997 -0.0398 0.4080
H 1.8172 -0.7731 -1.8613 0.1810
H -1.2414 -0.0645 2.7350 0.3263
H -0.0868 0.2218 4.0823 0.2467
H 0.3830 -0.7743 2.6692 0.2969
H -1.6644 -1.2901 -2.0443 0.3542
H -0.0589 -1.6734 -2.7724 0.4059
H -1.1103 1.3581 -2.2057 0.1136


The least stable of them is 2).